Computed, not measured: C9H17BCl3CrGeN7S3 as an isolated structure, with ωB97M-V/def2-TZVPD.

Geometry as XYZ:
```
42
Properties=species:S:1:pos:R:3:mulliken_spin:R:1
Cr 0.8905 -0.2704 0.2354 2.742
C 1.6594 3.1942 -1.8511 -0.006
N 0.5508 2.4336 -2.4141 -0.004
C 0.2731 2.3233 -3.7492 -0.004
C -0.8496 1.5703 -3.8554 -0.002
N -1.2656 1.2321 -2.5918 0.001
B -2.6758 0.5253 -2.4734 0.006
N -3.0029 -0.0774 -1.0541 -0.051
C -4.2230 0.0981 -0.4838 -0.038
C -4.2984 -0.6990 0.6261 -0.055
N -3.1156 -1.3609 0.7162 -0.028
C -2.7549 -2.3075 1.7657 0.005
C -2.3347 -0.9694 -0.3169 0.076
S -0.7765 -1.6013 -0.6598 -0.356
C -0.3906 1.7502 -1.7284 0.017
S -0.3885 1.6599 0.0150 -0.127
H 2.0850 3.7998 -2.6459 -0.001
H 2.4223 2.5245 -1.4577 0.003
H 1.2940 3.8447 -1.0596 0.002
H 0.8829 2.7897 -4.5011 0.000
H -1.4036 1.2661 -4.7244 -0.001
H -3.5101 1.3608 -2.6707 0.000
H -2.6962 -0.3698 -3.2707 -0.004
H -4.9493 0.7671 -0.9069 -0.002
H -5.0922 -0.8429 1.3359 -0.003
H -3.6474 -2.5220 2.3453 0.000
H -1.9950 -1.8754 2.4154 0.002
H -2.3819 -3.2274 1.3208 -0.001
N 3.5254 -2.0389 1.9587 -0.011
N 3.8031 -0.8805 2.6973 0.004
C 2.9450 0.0977 3.0008 0.013
N 3.3896 1.0011 3.8608 -0.001
S 1.3342 0.3678 2.4425 -0.066
H 3.5389 -2.8461 2.5865 0.000
H 4.2584 -2.1588 1.2591 0.001
H 4.7221 -0.8528 3.1242 0.001
H 4.2858 0.9345 4.3212 0.000
H 2.8065 1.7924 4.0896 0.001
Cl 2.4602 -0.3359 -1.1953 -0.004
Ge 1.5830 -2.5247 0.9772 -0.068
Cl 2.4292 -4.1150 -0.1338 -0.019
Cl 0.6124 -3.4569 2.6503 -0.023
```

The spin multiplicity is 3. The charge is +2. As for the LUMO energy (spin up / spin down): -9.01 / -6.95 eV. The orbital gap (spin up / spin down) comes out at 5.124 / 7.329 eV.



Computed, not measured: an isolated ion of composition C5H7N2O3 and charge -1, with ωB97M-V/def2-TZVPD.

Geometry as XYZ:
```
17
Properties=species:S:1:pos:R:3:mulliken_charge:R:1
C -2.6955 -0.5560 -0.0936 0.371
C -0.3749 -0.1108 0.0301 0.519
C -2.8207 1.0022 -0.6341 0.250
C 3.0478 -0.0992 0.6480 -1.044
C 1.8514 -0.0251 -0.3318 -0.252
N -1.4955 -0.8560 0.4517 -0.107
N 0.7523 -0.6359 0.3372 -0.584
O -3.1780 1.8803 0.1345 -0.547
O -3.6807 -1.2359 0.1436 -0.673
O -0.6806 0.9191 -0.6079 -0.732
H -2.6989 1.1771 -1.6954 0.260
H 3.9338 -0.0298 -0.0782 0.264
H 2.9894 0.8004 1.3299 0.209
H 2.8271 -1.0244 1.0964 0.358
H 1.6146 0.9979 -0.6272 0.290
H 2.1456 -0.6193 -1.1936 0.232
H -1.5372 -1.5845 1.0906 0.185
```

The charge is -1. As for the LUMO energy: 4.01 eV. The orbital gap comes out at 8.346 eV.



Computed, not measured: C4HLiNaO2 as an isolated structure, with ωB97M-V/def2-TZVPD.

Geometry as XYZ:
```
9
Properties=species:S:1:pos:R:3:mulliken_spin:R:1
C 0.8239 0.7719 0.8984 0.055
C 2.0201 0.3596 0.4901 -0.023
O 3.0698 0.0190 0.1287 -0.005
H 0.7933 1.1791 1.9147 -0.001
O -2.5545 -0.1014 -0.6625 0.091
C -1.4524 0.4200 -0.4210 -0.356
C -0.3401 0.6745 0.0604 0.200
Na -2.8172 -2.4777 -1.0927 0.717
Li 0.4570 -0.8450 -1.3162 0.322
```

The spin multiplicity is 2. As for the LUMO energy (spin up / spin down): -0.69 / -0.25 eV. The orbital gap (spin up / spin down) comes out at 3.829 / 7.007 eV.



Computed, not measured: C14H21N4PdS4 as an isolated structure, with ωB97M-V/def2-TZVPD.

Geometry as XYZ:
```
44
Properties=species:S:1:pos:R:3:mulliken_charge:R:1
Pd -0.5014 -0.8113 0.1233 0.264
C 3.6572 -1.1241 0.7958 -1.594
C 2.2371 -1.2905 0.3798 0.138
N 1.2776 -0.5367 0.7973 0.785
N 1.5929 0.5092 1.6391 -1.277
C 0.5618 0.8269 2.3774 0.707
N 0.7093 1.8143 3.2805 -0.430
S -0.9849 0.0552 2.2726 -0.474
C 1.8392 -2.3667 -0.5367 1.023
C 2.7235 -3.3513 -0.9500 -0.603
C 2.2692 -4.3586 -1.7852 -0.480
C 0.9448 -4.3483 -2.1831 -0.855
C 0.1197 -3.3323 -1.7336 -0.124
N 0.5453 -2.3585 -0.9298 -0.048
H 3.7844 -0.2152 1.3713 0.377
H 4.3060 -1.0958 -0.0801 0.403
H 3.9570 -1.9773 1.4093 0.371
H 1.6392 2.1347 3.4951 0.233
H -0.0237 1.9885 3.9444 0.202
H 3.7483 -3.3336 -0.6108 0.406
H 2.9414 -5.1395 -2.1135 0.432
H 0.5422 -5.1114 -2.8334 0.425
H -0.9224 -3.3042 -2.0211 0.511
C -4.7561 0.0767 -0.0480 -0.681
C -4.2809 -0.9536 -1.0642 -0.798
S -2.5178 -1.4278 -1.1450 0.125
C -1.9600 -0.6012 -2.6674 -0.848
C -1.8784 0.9145 -2.6017 -0.589
S -0.7894 1.4658 -1.2581 0.035
C -1.8200 2.7002 -0.4142 -0.849
C -2.9889 2.2021 0.4218 0.148
S -4.5072 1.8104 -0.4925 -0.139
H -4.3583 -0.1164 0.9487 0.310
H -5.8381 -0.0463 0.0288 0.447
H -4.5354 -0.6233 -2.0716 0.379
H -4.7912 -1.9017 -0.8912 0.521
H -2.6101 -0.9234 -3.4832 0.573
H -0.9738 -1.0291 -2.8553 0.401
H -2.8625 1.3463 -2.4292 0.199
H -1.5052 1.2913 -3.5541 0.477
H -2.1430 3.4100 -1.1772 0.466
H -1.1161 3.2331 0.2274 0.440
H -3.2243 2.9563 1.1734 0.457
H -2.7044 1.3057 0.9573 -0.466
```

The charge is +1. As for the LUMO energy (spin up / spin down): -3.62 / -3.62 eV. The orbital gap (spin up / spin down) comes out at 7.160 / 7.161 eV.